1.
A cluster of 2 separate species, C2H2F3NO in total in a non-equilibrium geometry. Source: the OMol25 dataset; level of theory: wB97M-V/def2-TZVPD.

XYZ file:
```
9
C2H2F3NO, DFT wB97M-V/def2-TZVPD
C -1.20808 0.29691 -1.04954
C 0.81044 -0.47503 1.28746
N -0.01462 0.63036 -1.12830
O 0.80663 1.29611 -1.73727
F 2.09749 -0.09639 1.04539
F 0.39671 0.05232 2.46774
F 0.48001 -1.76804 1.30805
H -1.85991 0.51593 -1.90894
H -1.50865 -0.45217 -0.28458
```

Energy above the lowest of the compared OMol25 structures with the same formula, charge and spin, kJ/mol: 566.0
F_max, eV/Å: 3.03
LUMO level (spin up / spin down), eV: -0.6202 / -0.5570
Gap between HOMO and LUMO (spin up / spin down), eV: 9.0 / 9.6



2.
A cluster of 2 separate species, C2H2F3NO in total in a non-equilibrium geometry. Source: the OMol25 dataset; level of theory: wB97M-V/def2-TZVPD.

XYZ file:
```
9
C2H2F3NO, DFT wB97M-V/def2-TZVPD
F 0.17728 -1.53431 0.11969
C 0.75467 -0.35179 0.41171
C 1.97881 0.01564 0.17556
F 2.97777 -0.46131 -0.46524
F 2.35849 1.26093 0.58632
H -0.02606 0.22598 0.93601
N -2.91905 0.66212 -0.74975
O -2.04920 0.52942 0.08457
H -3.25272 -0.34667 -1.09888
```

Energy above the lowest of the compared OMol25 structures with the same formula, charge and spin, kJ/mol: 503.7
F_max, eV/Å: 3.15
LUMO level, eV: -0.7264
Gap between HOMO and LUMO, eV: 9.3



3.
A cluster of 2 separate species, C2H2F3NO in total in a non-equilibrium geometry. Source: the OMol25 dataset; level of theory: wB97M-V/def2-TZVPD.

XYZ file:
```
9
C2H2F3NO, DFT wB97M-V/def2-TZVPD
C 1.45744 0.60420 -0.38748
C -1.43063 -0.70684 0.25937
N 1.00755 -0.10940 0.83426
O 0.96411 1.31838 0.70862
F -2.17789 -1.22673 1.19340
F -1.73109 0.54527 -0.08774
F -1.30294 -1.42692 -0.82919
H 2.56490 0.51582 -0.49436
H 0.64854 0.48622 -1.19688
```

Energy above the lowest of the compared OMol25 structures with the same formula, charge and spin, kJ/mol: 625.7
F_max, eV/Å: 2.47
LUMO level (spin up / spin down), eV: 0.1278 / -0.0987
Gap between HOMO and LUMO (spin up / spin down), eV: 10.1 / 9.3



4.
An isolated molecule of C2H2F3NO in a non-equilibrium geometry. Source: the OMol25 dataset; level of theory: wB97M-V/def2-TZVPD.

XYZ file:
```
9
C2H2F3NO, DFT wB97M-V/def2-TZVPD
O -0.99267 -0.48116 -0.81585
C 0.30202 0.05619 -0.78062
F 0.42448 1.29139 -1.47807
C 0.65660 0.34924 0.62737
F 1.90963 0.25864 0.88632
N -0.23021 0.74305 1.47787
F 0.56139 0.86819 2.81971
H -1.50992 -0.01302 -0.29507
H 0.90365 -0.75024 -1.30676
```

Energy above the lowest of the compared OMol25 structures with the same formula, charge and spin, kJ/mol: 389.1
F_max, eV/Å: 7.03
LUMO level, eV: -0.1808
Gap between HOMO and LUMO, eV: 11.9



5.
A cluster of 2 separate species, C2H2F3NO2 in total in a non-equilibrium geometry. Source: the OMol25 dataset; level of theory: wB97M-V/def2-TZVPD.

XYZ file:
```
10
C2H2F3NO2, DFT wB97M-V/def2-TZVPD
C 0.01181 0.30123 -0.75272
C -1.28915 -1.08121 0.64634
N 1.13637 0.52724 -0.09613
O -0.61196 0.64543 -1.69706
O 2.10169 1.43910 -0.57731
F -2.11665 -0.27495 1.32810
F -0.44640 -1.67897 1.52014
F -2.01743 -2.06864 0.13858
H 1.49006 0.03613 0.82443
H 1.74166 2.15465 -1.33438
```

Energy above the lowest of the compared OMol25 structures with the same formula, charge and spin, kJ/mol: 486.0
F_max, eV/Å: 4.47
LUMO level (spin up / spin down), eV: -0.1109 / -0.1107
Gap between HOMO and LUMO (spin up / spin down), eV: 9.3 / 9.3



6.
A cluster of 2 separate species, C2H2F3NO2 in total in a non-equilibrium geometry. Source: the OMol25 dataset; level of theory: wB97M-V/def2-TZVPD.

XYZ file:
```
10
C2H2F3NO2, DFT wB97M-V/def2-TZVPD
C 0.44844 -0.77459 -0.38961
C 1.00903 0.53719 -0.01972
N -1.63410 -0.10606 0.41077
O -2.27610 -0.86537 1.10898
O -1.88893 0.97641 -0.01335
F 0.07289 -0.89823 -1.65256
F 2.20974 0.86323 -0.69951
F 1.33230 0.55966 1.27460
H 0.38675 -1.59406 0.22905
H 0.33998 1.30181 -0.24865
```

Energy above the lowest of the compared OMol25 structures with the same formula, charge and spin, kJ/mol: 573.3
F_max, eV/Å: 3.02
LUMO level (spin up / spin down), eV: -1.1146 / -1.8781
Gap between HOMO and LUMO (spin up / spin down), eV: 9.3 / 7.8



7.
A structure of composition C2H2F3NO4PmS in a non-equilibrium geometry. Source: the OMol25 dataset; level of theory: wB97M-V/def2-TZVPD.

XYZ file:
```
14
C2H2F3NO4PmS, DFT wB97M-V/def2-TZVPD
O 1.27155 2.87178 -0.09783
C 1.71759 2.48577 1.10266
O 0.69069 2.42041 1.96016
Pm -0.82399 1.78079 0.25225
H 2.34681 1.26041 1.01604
N 0.48347 -0.28446 -0.33709
S -0.58926 -1.28736 0.04798
O -0.27428 -2.40982 0.95953
O -1.84013 -0.50820 0.49037
C -1.25422 -2.20978 -1.43611
F -0.27411 -2.92244 -1.99246
F -1.72090 -1.36225 -2.34965
F -2.23578 -3.04462 -1.10018
H 2.50255 3.20977 1.48432
```

F_max, eV/Å: 4.62
2S+1: 6
LUMO level (spin up / spin down), eV: -1.9724 / -3.5448
Gap between HOMO and LUMO (spin up / spin down), eV: 6.8 / 5.3



8.
A structure of composition C2H2F6NO17S5Zn in a non-equilibrium geometry. Source: the OMol25 dataset; level of theory: wB97M-V/def2-TZVPD.

XYZ file:
```
34
C2H2F6NO17S5Zn, DFT wB97M-V/def2-TZVPD
Zn 0.50453 -0.05321 -0.55481
S 3.55893 -1.36432 -0.93585
O 3.74152 -1.26230 -2.39553
O 3.77205 -2.71688 -0.40868
O 4.53666 -0.41998 -0.31487
O 2.18602 -0.90826 -0.58233
S -0.13891 1.80675 -3.32487
O 1.15374 2.02277 -4.01777
O -0.69697 3.13537 -2.97956
O -1.07040 1.06196 -4.16476
O 0.09802 1.08605 -2.04222
S -1.06431 -2.87418 -1.71795
O -2.51351 -2.70097 -1.73120
O -0.57842 -3.17561 -3.09083
O -0.47174 -1.59531 -1.23332
O -0.66488 -3.98306 -0.81049
C -3.21020 0.22482 0.36920
F -2.91962 -0.06604 -0.85931
F -4.37568 0.89772 0.44241
F -3.34135 -0.85673 1.11952
S -1.83488 1.28254 1.13452
O -1.55017 2.31176 0.18297
O -2.35904 1.71918 2.42042
N -0.52277 0.19377 1.14576
S -0.50224 -0.49415 2.57582
O -1.71313 -0.74556 3.33073
O 0.32745 -1.67202 2.46852
C 0.56673 0.74028 3.65259
F -0.10433 1.09061 4.75802
F 1.74538 0.19347 3.93584
F 0.77685 1.84399 2.94422
O 1.86913 1.59468 0.21819
H 2.63742 1.30693 0.72799
H 2.15812 2.37591 -0.26236
```

Energy above the lowest of the compared OMol25 structures with the same formula, charge and spin, kJ/mol: 76.6
F_max, eV/Å: 4.74
Charge: -5
LUMO level, eV: 9.6993
Gap between HOMO and LUMO, eV: 3.0